No. 1
ORCA calculation (wB97M-V/def2-TZVPD) on one molecule with the formula C2H5NOS2 in a non-equilibrium geometry.

Geometry as XYZ:
```
11
Properties=species:S:1:pos:R:3:forces:R:3
O -1.177435 2.074024 -0.088315 -5.0757 -1.0457 1.3618
N -0.289297 1.071366 0.045168 0.3637 -1.5873 0.4578
C -0.528704 -0.265073 0.135378 2.3741 1.8310 -1.5104
S -1.964555 -1.003449 -0.013712 -0.8863 -0.0078 0.6358
C 0.818467 -1.048230 -0.017060 0.2420 -0.8230 1.9620
S 2.428659 -0.048449 -0.073198 -1.5084 1.4936 2.8906
H -2.126151 1.657836 0.262700 3.2493 1.2507 -1.3762
H 0.557679 1.448300 -0.332080 0.8481 -0.5302 0.1854
H 0.958747 -1.834804 0.896667 -0.6505 1.7420 -2.5921
H 0.697679 -1.513080 -1.027592 0.5396 -0.0365 1.0620
H 2.192358 0.860184 1.271302 0.5042 -2.2868 -3.0767
```
Forces are in eV/Å.

## Properties
Gap between HOMO and LUMO (eV): 8.942
SMILES: ONC(=S)CS
Energy above the lowest of the compared OMol25 structures with the same formula, charge and spin (kJ/mol): 315.53
LUMO level (eV): 0.13
E_HOMO (eV): -8.8

No. 2
ORCA calculation (wB97M-V/def2-TZVPD) on C7H6BrN2 as an isolated structure in a non-equilibrium geometry.

Geometry as XYZ:
```
16
Properties=species:S:1:pos:R:3:forces:R:3
C 1.172552 1.478817 0.134230 1.6097 -4.5511 0.1091
C 1.320149 0.087375 0.024231 -0.0193 1.2289 1.9329
C 0.068749 2.241350 0.038873 -4.0625 1.6746 -1.1690
C 0.318528 -0.984743 0.070517 -2.6873 3.6657 -0.0936
C -1.176597 1.726832 0.058954 2.2692 -3.5141 0.4243
C -1.001429 -0.669281 0.124714 1.5309 2.7188 0.3221
C 0.668190 -2.328582 -0.196062 2.9421 -1.6292 -1.2521
N -3.375993 0.999985 0.008288 -1.4747 1.5617 0.1285
N -2.434022 1.637229 0.032170 -0.8494 -1.0346 -0.3400
Br -2.626121 -1.334788 0.299982 0.4608 -0.0299 -0.1495
H 2.031717 1.985156 0.417243 1.7720 0.9272 -0.1866
H 2.365745 -0.218296 0.232352 -0.7615 -0.1495 -0.5596
H 0.159393 3.270991 -0.254207 0.1842 0.6720 0.4692
H 0.714509 -2.322692 -1.296825 -0.0300 -0.7827 0.1628
H 1.717017 -2.436712 0.123629 -0.3121 -0.5150 -0.0456
H 0.077608 -3.132648 0.181912 -0.5721 -0.2429 0.2469
```
Forces are in eV/Å.

## Properties
Total charge: +1
Gap between HOMO and LUMO (eV): 7.332
Energy above the lowest of the compared OMol25 structures with the same formula, charge and spin (kJ/mol): 426.01
LUMO level (eV): -5.94
E_HOMO (eV): -13.3